[1]
Computed, not measured: a molecular structure, C25H41O14V, with ωB97M-V/def2-TZVPD.

The geometry in XYZ format:
```
81
Properties=species:S:1:pos:R:3
O 2.19216 3.66914 -0.79419
V 1.39031 3.41356 0.54206
C -0.43542 0.56603 -0.45661
O 0.30515 1.64307 -0.01663
H -0.32048 0.40349 -1.53184
H -0.16007 -0.34288 0.09612
H -1.50814 0.63053 -0.22083
O 1.21786 -2.69383 0.92151
C 0.97365 -3.32101 -0.09256
O 1.35896 -2.95993 -1.29806
C 2.09248 -1.76339 -1.54391
C 3.55464 -1.95194 -1.10192
C 0.05538 -4.50200 -0.09227
H 1.61174 -0.94550 -1.00386
H 1.97010 -1.64524 -2.61842
H 4.00437 -0.95762 -1.03981
H 4.10866 -2.52842 -1.83790
H 3.59048 -2.35750 -0.09292
H 0.23289 -5.25922 -0.85016
H -0.92438 -4.04491 -0.27489
H -0.07757 -4.92946 0.89810
O -1.53943 -1.39301 -6.60646
C -1.64932 -1.69960 -5.45830
O -0.92160 -1.04031 -4.51099
C -1.23493 -1.46790 -3.20227
C -2.26128 -2.56766 -3.30489
C -2.39056 -2.84923 -4.81096
H -1.63936 -0.64141 -2.61113
H -0.33243 -1.80740 -2.69443
H -3.21461 -2.18601 -2.94420
H -1.85994 -3.40157 -2.73251
H -3.41196 -2.98960 -5.15802
H -1.90293 -3.76863 -5.14286
O 0.05502 3.46601 2.44818
C -1.10416 3.47966 2.83374
O -1.68038 4.56792 3.29568
C -3.11707 4.40941 3.37762
C -3.36592 2.90955 3.37730
C -2.09701 2.34386 2.72038
H -3.50193 4.80481 2.43631
H -3.56872 4.95357 4.20045
H -4.15298 2.67799 2.66252
H -3.54639 2.48324 4.35985
H -2.27424 2.10869 1.67179
H -1.80489 1.45367 3.27515
O 2.72217 2.01114 1.57752
C 3.05979 0.96938 2.10234
O 3.73332 0.95115 3.23544
C 4.06395 -0.40000 3.61623
C 3.83224 -1.23255 2.34485
C 2.79798 -0.43332 1.60333
H 3.51932 -0.76760 4.48439
H 5.11796 -0.51119 3.86596
H 3.61756 -2.24539 2.67991
H 4.74438 -1.23492 1.74614
H 1.79743 -0.66452 1.98636
H 2.74199 -0.48699 0.52006
O -2.37664 -0.34692 5.62044
C -1.46112 -0.53603 4.87902
O -1.43382 -0.02122 3.63035
C -0.24509 -0.36834 2.92283
C 0.70511 -0.90257 4.00981
C -0.19406 -1.35809 5.13210
H 0.12625 0.50196 2.37711
H -0.52251 -1.06517 2.12940
H 1.41179 -0.15802 4.38510
H 1.31519 -1.67262 3.53378
H 0.20360 -1.23545 6.13218
H -0.52036 -2.37389 4.89410
O 1.00318 3.87826 -3.47989
C 0.21815 3.18747 -4.05677
O 0.16451 3.09830 -5.40775
C -1.00486 2.34931 -5.81947
C -1.88431 2.22917 -4.59827
C -0.88683 2.33390 -3.44608
H -0.77317 1.33832 -6.15712
H -1.43674 2.92818 -6.63249
H -2.44373 1.29609 -4.64522
H -2.61360 3.03863 -4.51777
H -0.59933 1.29341 -3.26529
H -1.21548 2.64106 -2.45559
```

* lowest unoccupied orbital energy (alpha / beta): -4.928 / -4.407 eV
* HOMO (alpha / beta): -12.06 / -12.06 eV
* total charge: +1
* ΔE to the lowest compared entry with this formula, charge and spin: 0.0 kcal per mole
* 2S+1: 2

---

[2]
Computed, not measured: a molecular structure, C25H42AlFN4O8PS2, with ωB97M-V/def2-TZVPD.

The geometry in XYZ format:
```
84
Properties=species:S:1:pos:R:3
C 3.84533 3.81867 -0.89369
C 2.38761 4.31443 -0.63072
C 1.94563 5.54577 -1.28557
C 0.61307 6.09814 -1.10556
C -0.33635 5.43538 -0.20684
C 0.09847 4.21211 0.44408
C 1.43256 3.59812 0.25173
C 1.80751 2.24964 0.95527
Al 1.42440 0.73157 -0.41105
C -0.39130 1.06950 -1.28478
C -1.49901 -0.00600 -0.87411
C -2.91249 0.48662 -1.39658
S -4.26389 -0.60405 -0.70541
C -5.78298 -0.04596 -1.58147
S -6.65289 -1.11202 -2.50046
N -6.11993 1.33278 -1.38237
C -6.66744 1.60225 -0.05087
C -6.66442 3.20493 0.10824
O -6.18645 3.85666 -1.08941
C -7.00474 3.46147 -2.21550
C -7.02919 1.86222 -2.39920
C 2.84180 0.82879 -1.87813
P 2.94561 -0.64082 -2.98682
O 2.61880 -0.19458 -4.38286
O 1.92853 -1.88284 -2.57142
O 4.54150 -1.17985 -2.97848
C 1.54522 -1.08434 0.53223
O 2.55551 -1.75719 0.37087
N 0.46998 -1.59911 1.44193
C -0.23011 -2.68869 0.82629
O -1.17281 -3.20333 1.33602
F 0.13529 -3.16710 -0.42724
H 4.02247 2.94876 -0.20190
H 4.62773 4.59938 -0.73000
H 3.87725 3.39981 -1.93807
H 2.66571 6.06651 -1.96972
H 0.33159 7.02021 -1.65793
H -1.36668 5.79540 -0.00513
H -0.58316 3.66419 1.14212
H 2.87291 2.25842 1.30595
H 1.15214 2.15043 1.86588
H -0.26178 1.06411 -2.40791
H -0.83723 2.07233 -1.03194
H -1.26650 -0.97991 -1.38072
H -1.55649 -0.12269 0.24650
H -2.97753 0.44559 -2.52080
H -3.08059 1.55098 -1.09332
H -7.74514 1.28849 0.07361
H -6.06945 1.09826 0.74657
H -5.91982 3.42298 0.91566
H -7.68750 3.61898 0.30583
H -8.02642 3.87807 -2.01516
H -6.51165 3.88361 -3.12329
H -8.11009 1.56471 -2.24076
H -6.76982 1.56086 -3.44181
H 3.86545 0.97613 -1.42976
H 2.63165 1.72180 -2.51599
H 2.27776 -2.65686 -3.06127
H 5.10646 -0.41238 -3.18142
H 0.93906 -2.01526 2.26493
C 0.85889 -1.51100 6.48287
C 1.43624 -1.98128 5.17344
O 0.72988 -2.39133 4.26428
N 2.78614 -1.94004 5.01840
C 3.78663 -1.49261 5.96491
H -0.22476 -1.60599 6.44929
H 1.23463 -2.12476 7.30367
H 1.10911 -0.46195 6.65057
H 3.09621 -2.27105 4.11568
H 4.34667 -0.67040 5.51476
H 4.47162 -2.31986 6.16246
H 3.34448 -1.15898 6.89962
C 2.64796 -4.90644 -0.46997
C 3.33656 -6.19096 -0.09107
O 3.70521 -6.42228 1.05176
N 3.54722 -7.11572 -1.07104
C 3.19068 -7.03587 -2.47226
H 2.55300 -4.27524 0.41016
H 3.23679 -4.36911 -1.21593
H 1.64827 -5.11413 -0.85465
H 4.01251 -7.94815 -0.74244
H 2.52545 -7.86924 -2.70970
H 4.10120 -7.13013 -3.06859
H 2.69621 -6.09962 -2.71448
```

* lowest unoccupied orbital energy: 1.968 eV
* HOMO: -5.21 eV
* total charge: -1

---

[3]
Computed, not measured: 3 unconnected molecules or ions with the total composition C25H42N2O3, with ωB97M-V/def2-TZVPD.

The geometry in XYZ format:
```
72
Properties=species:S:1:pos:R:3
C 8.99345 -4.04911 1.46209
C 7.40745 -4.23372 0.96423
C 7.33711 -3.59470 -0.54397
N 6.01640 -3.77692 -1.25861
C 4.83717 -3.84653 -0.31390
C 3.98337 -5.27915 -0.18742
C 2.64083 -5.44190 0.78869
N 1.82778 -6.72408 0.88214
C 2.15041 -4.15272 1.68084
C 2.96651 -2.71203 1.58868
C 4.29181 -2.57000 0.58892
C 5.00587 -1.07183 0.53229
O 5.83322 -0.69257 -0.46861
C 4.70873 0.09910 1.68910
O 5.64417 1.23460 1.75695
C 3.49896 -0.07268 2.57887
C 2.49725 -1.40037 2.47074
O 1.30925 -1.43314 3.13664
H 9.45292 -3.09069 0.91977
H 9.65315 -4.96077 1.09604
H 9.09012 -3.84542 2.61142
H 6.76909 -3.63325 1.74379
H 7.11426 -5.38723 0.99416
H 8.14638 -4.18671 -1.19192
H 7.72333 -2.49212 -0.48409
H 6.08196 -4.72112 -1.72489
H 4.27491 -6.25482 -0.80731
H 1.60644 -6.97311 1.87707
H 0.88362 -6.51320 0.44315
H 1.21874 -4.19136 2.40689
H 5.23665 2.08230 1.38766
H 3.28816 0.75930 3.38285
C -2.74371 3.48097 1.11424
C -2.31686 2.03714 1.33116
C -0.91947 1.90831 1.94308
C 0.22319 2.47065 1.08950
C 0.34793 1.86683 -0.31282
C 0.64871 0.37525 -0.29670
H -2.08469 3.99621 0.41087
H -3.75809 3.51614 0.70394
H -2.74144 4.03330 2.05924
H -2.37341 1.49069 0.38438
H -3.03712 1.55846 2.00535
H -0.72708 0.85070 2.16059
H -0.90849 2.42010 2.91389
H 1.16675 2.31349 1.62851
H 0.10977 3.55667 0.99458
H 1.16230 2.37880 -0.83945
H -0.55952 2.05362 -0.89439
H 1.58222 0.17190 0.23677
H 0.75514 0.00225 -1.32073
H -0.15382 -0.19381 0.18080
C -5.19786 1.84008 -2.47836
C -5.71537 3.25539 -2.68561
C -6.58397 3.75399 -1.52773
C -7.87210 2.95849 -1.28614
C -8.82142 2.87443 -2.48546
C -9.34773 4.23208 -2.92742
H -6.01431 1.11645 -2.41294
H -4.56080 1.54529 -3.31849
H -4.60223 1.77405 -1.56241
H -6.26564 3.31116 -3.63022
H -4.85618 3.92860 -2.79066
H -6.83244 4.80774 -1.70307
H -5.98987 3.73634 -0.60509
H -8.40645 3.41420 -0.44213
H -7.62008 1.94076 -0.96671
H -9.67572 2.24532 -2.20787
H -8.33364 2.37601 -3.32821
H -9.88540 4.72561 -2.11213
H -10.04076 4.11145 -3.76661
H -8.53977 4.89080 -3.25784
```

* lowest unoccupied orbital energy: -1.863 eV
* HOMO: -8.55 eV
* total charge: 0
* ΔE to the lowest compared entry with this formula, charge and spin: 154.1 kcal per mole
* structure (SMILES): CCCNc1cc(N)cc2c1C(=O)C(O)=CC2=O.CCCCCC.CCCCCC

---

- total charge of number 2 (C25H42AlFN4O8PS2)?
  -1

---

- The lowest total charge belongs to which entry?
  C25H42AlFN4O8PS2